Record 1
A 6-piece molecular cluster, C12H35NO13S3 overall, computed with ωB97M-V/def2-TZVPD.

Structure (XYZ):
```
64
C12H35NO13S3 | the OMol25 dataset | ωB97M-V/def2-TZVPD
C -4.39 1.07 2.20
O -5.82 1.17 1.94
H -4.28 0.01 2.42
H -3.64 1.30 1.45
H -4.26 1.67 3.10
H -5.99 0.52 1.26
C -1.05 0.08 0.06
O 0.14 -0.46 0.54
H -1.17 0.05 -1.02
H -2.03 -0.34 0.31
H -0.95 1.11 0.40
H 0.80 -0.74 -0.09
O -0.83 -2.13 5.35
S -2.03 -1.59 4.70
O -3.34 -1.53 5.42
O -1.73 -0.13 3.92
C -0.35 0.24 3.75
C 0.23 0.68 5.11
C -2.32 -2.52 3.15
H -0.37 1.03 3.01
H 0.29 -0.47 3.22
H 1.29 0.92 5.01
H 0.29 -0.11 5.85
H -0.27 1.52 5.60
H -1.39 -2.34 2.61
H -3.14 -1.93 2.72
H -2.67 -3.55 3.22
O 1.98 -0.92 -1.50
S 2.23 -0.23 -2.79
O 1.30 0.86 -3.26
O 3.78 0.31 -2.80
C 4.43 0.63 -1.61
C 5.73 1.43 -1.90
C 2.41 -1.42 -4.17
H 4.60 -0.20 -0.91
H 3.85 1.40 -1.11
H 6.08 1.86 -0.96
H 5.52 2.22 -2.62
H 6.47 0.79 -2.38
H 2.51 -0.79 -5.06
H 1.53 -2.06 -4.21
H 3.32 -2.01 -4.05
O -2.44 1.84 -5.41
S -3.10 1.43 -4.16
O -4.53 1.77 -3.94
O -2.86 -0.19 -3.88
C -1.67 -0.82 -4.25
C -1.52 -1.96 -3.31
C -2.20 2.14 -2.72
H -0.86 -0.10 -4.37
H -1.91 -1.32 -5.19
H -1.41 -1.57 -2.30
H -0.65 -2.61 -3.46
H -2.29 -2.74 -3.28
H -1.20 1.70 -2.77
H -2.68 1.95 -1.76
H -2.15 3.21 -2.87
C 3.48 -0.35 2.35
N 3.53 1.05 2.87
O 3.31 1.92 2.08
O 4.10 1.31 3.96
H 2.45 -0.72 2.42
H 4.19 -1.05 2.80
H 3.65 -0.27 1.28
```

Values from the calculation:
Net charge: 0
Orbital gap, eV: 10.0
Relative energy (zero: lowest compared OMol25 entry of this formula, charge and spin), eV: 0.806
SMILES string: CCOS(C)(=O)=O.CCOS(C)(=O)=O.CCOS(C)(=O)=O.C[N+](=O)[O-].CO.CO

***

Record 2
C4H5NO as an isolated structure, computed with ωB97M-V/def2-TZVPD.

Structure (XYZ):
```
11
C4H5NO | the OMol25 dataset | ωB97M-V/def2-TZVPD
O -1.20 -0.02 2.05
C -0.58 0.09 1.03
C 0.61 0.76 0.47
C 0.83 -0.13 -0.64
N 0.41 -1.59 -0.45
C -0.57 -0.61 -0.41
H -1.14 1.39 -0.56
H 1.03 1.75 0.66
H 1.27 0.09 -1.60
H 0.61 -2.05 0.45
H -1.27 0.31 -0.98
```

Values from the calculation:
Net charge: 0
Orbital gap (alpha / beta), eV: 8.1 / 8.1
Relative energy (zero: lowest compared OMol25 entry of this formula, charge and spin), eV: 7.650

***

Record 3
The molecule C5H9N3O, computed with ωB97M-V/def2-TZVPD.

Structure (XYZ):
```
18
C5H9N3O | the OMol25 dataset | ωB97M-V/def2-TZVPD
C -2.14 -0.86 0.10
C -0.06 -1.93 0.03
C -1.86 0.44 0.40
C 0.74 -0.93 0.11
C 2.60 0.21 -1.02
N -2.86 1.41 0.41
N 2.51 -0.19 1.33
N 1.91 -0.46 0.16
O -1.36 -1.95 -0.09
H -3.10 -1.06 -0.33
H 0.37 -2.98 -0.18
H 2.06 -0.30 -1.83
H 2.75 1.24 -0.87
H 3.56 -0.33 -1.06
H -3.79 1.12 0.33
H -2.71 2.30 1.02
H -1.01 0.94 0.72
H 1.91 -0.52 2.06
```

Values from the calculation:
Net charge: 0
Orbital gap, eV: 8.1
Relative energy (zero: lowest compared OMol25 entry of this formula, charge and spin), eV: 6.838

***

Record 4
IZn as an isolated structure, computed with ωB97M-V/def2-TZVPD.

Structure (XYZ):
```
2
IZn | the OMol25 dataset | ωB97M-V/def2-TZVPD
Zn 0.37 0.89 1.00
I -0.37 -0.89 -1.00
```

Values from the calculation:
Net charge: +1
Orbital gap, eV: 6.1
Relative energy (zero: lowest compared OMol25 entry of this formula, charge and spin), eV: 0.594

***

Record 5
The molecule C2H5N, computed with ωB97M-V/def2-TZVPD.

Structure (XYZ):
```
8
C2H5N | the OMol25 dataset | ωB97M-V/def2-TZVPD
C -0.40 0.59 0.30
C 0.62 -0.14 -0.46
H -0.99 1.36 -0.19
H -0.26 0.80 1.35
H 1.53 -0.47 0.03
H 0.73 0.07 -1.53
H -0.57 -1.44 0.63
N -0.66 -0.77 -0.13
```

Values from the calculation:
Net charge: 0
Orbital gap, eV: 10.9
Relative energy (zero: lowest compared OMol25 entry of this formula, charge and spin), eV: 0.712
SMILES string: C1CN1

***

Record 6
A 2-piece molecular cluster, H3O2PSi overall, computed with ωB97M-V/def2-TZVPD.

Structure (XYZ):
```
7
H3O2PSi | the OMol25 dataset | ωB97M-V/def2-TZVPD
O 1.19 -0.40 1.16
O -0.46 -0.20 -2.22
Si -0.41 0.95 -1.25
P 0.98 -1.71 1.79
H 0.62 1.98 -1.22
H -0.48 -1.75 1.95
H -1.42 1.14 -0.21
```

Values from the calculation:
Net charge: 0
Orbital gap, eV: 8.8
Relative energy (zero: lowest compared OMol25 entry of this formula, charge and spin), eV: 2.815
SMILES string: O=[SiH2].O=P

***

Record 7
The molecule C20H10ClN3O3S3, computed with ωB97M-V/def2-TZVPD.

Structure (XYZ):
```
40
C20H10ClN3O3S3 | the OMol25 dataset | ωB97M-V/def2-TZVPD
O -2.99 1.39 1.12
O 1.67 0.55 -1.19
O -1.31 -0.82 0.68
S 3.50 -0.90 1.70
Cl 1.61 -3.90 -2.25
S 1.26 0.49 3.17
S 1.77 0.02 -4.12
C -2.68 1.38 2.29
C 1.54 -0.64 -1.43
C -0.33 -0.36 1.24
C 1.88 -0.48 1.84
C 1.69 -1.17 -2.77
C 1.73 -2.48 -3.23
C -0.36 0.46 2.48
C -1.42 1.20 2.95
C 1.47 -2.33 -7.43
C 1.45 -3.58 -6.80
C -1.10 3.22 6.30
C -2.36 3.86 6.23
C 1.65 -1.17 -6.66
C 1.66 -3.71 -5.43
C -0.73 2.26 5.29
C -3.19 3.54 5.17
C 1.75 -1.30 -5.27
C 1.77 -2.56 -4.68
C -1.56 1.98 4.21
C -2.81 2.59 4.17
N -3.49 2.17 3.05
N 1.24 -1.44 -0.35
N 0.93 -0.87 0.94
H 1.34 -2.21 -8.50
H 1.31 -4.54 -7.32
H -0.46 3.42 7.13
H -2.66 4.59 6.97
H 1.64 -0.17 -7.10
H 1.59 -4.67 -4.96
H 0.26 1.79 5.31
H -4.12 4.10 5.10
H -4.22 2.73 2.64
H 1.09 -2.44 -0.50
```

Values from the calculation:
Net charge: 0
Orbital gap, eV: 6.8
Relative energy (zero: lowest compared OMol25 entry of this formula, charge and spin), eV: 0.000
SMILES string: O=C1Nc2ccccc2/C1=C1\SC(=S)N(NC(=O)c2sc3ccccc3c2Cl)C1=O

***

Record 8
C36H54FP3RuSi as an isolated structure, computed with ωB97M-V/def2-TZVPD.

Structure (XYZ):
```
96
C36H54FP3RuSi | the OMol25 dataset | ωB97M-V/def2-TZVPD
Ru -0.66 0.56 -0.31
C -0.56 2.79 -3.60
C -0.41 1.35 -4.12
C -1.27 1.17 -5.38
P -0.76 0.17 -2.73
C -2.54 -0.41 -3.01
C -3.40 0.23 -1.91
C -2.63 -1.94 -3.01
C 0.32 -1.28 -3.05
C 0.46 -1.76 -4.35
C 1.32 -2.81 -4.64
C 2.06 -3.38 -3.63
C 1.93 -2.91 -2.33
C 1.07 -1.86 -2.02
Si 0.90 -1.26 -0.23
C 0.45 -2.62 1.01
C 1.08 -3.87 1.00
C 0.75 -4.85 1.92
C -0.22 -4.60 2.87
C -0.86 -3.36 2.89
C -0.53 -2.37 1.97
P -1.39 -0.74 2.00
C -0.95 -0.08 3.71
C 0.58 -0.19 3.84
C -1.62 -0.64 4.96
C -3.21 -1.18 1.80
C -3.25 -2.20 0.64
C -4.06 -1.67 2.97
C 2.42 -0.37 0.52
C 3.49 -1.16 0.94
C 4.62 -0.61 1.52
C 4.68 0.76 1.72
C 3.62 1.56 1.34
C 2.49 1.01 0.74
P 1.09 2.09 0.27
C 1.77 3.54 -0.69
C 2.93 3.12 -1.61
C 2.14 4.78 0.12
C 0.35 2.67 1.88
C 1.23 3.34 2.93
C -0.92 3.46 1.54
H -0.27 3.51 -4.37
H 0.08 2.94 -2.74
H -1.59 2.99 -3.32
H 0.64 1.17 -4.35
H -2.24 1.65 -5.26
H -1.43 0.13 -5.65
H -0.77 1.65 -6.22
H -2.90 -0.04 -3.97
H -3.01 -0.02 -0.91
H -4.43 -0.13 -1.95
H -3.41 1.31 -2.01
H -3.68 -2.26 -2.94
H -2.08 -2.37 -2.17
H -2.22 -2.35 -3.93
H -0.11 -1.32 -5.16
H 1.40 -3.17 -5.66
H 2.74 -4.20 -3.85
H 2.54 -3.36 -1.55
H 1.83 -4.08 0.25
H 1.25 -5.81 1.89
H -0.50 -5.36 3.58
H -1.63 -3.19 3.63
H -1.23 0.98 3.65
H 0.86 -1.21 4.08
H 0.93 0.46 4.64
H 1.11 0.09 2.92
H -1.24 -0.08 5.81
H -1.36 -1.69 5.12
H -2.70 -0.53 4.94
H -3.64 -0.24 1.44
H -3.00 -3.19 1.00
H -2.53 -1.94 -0.14
H -4.25 -2.22 0.20
H -3.63 -2.53 3.47
H -5.03 -1.97 2.58
H -4.23 -0.88 3.70
H 3.44 -2.24 0.81
H 5.44 -1.24 1.83
H 5.56 1.22 2.18
H 3.67 2.63 1.52
H 0.92 3.81 -1.32
H 3.77 2.73 -1.04
H 3.27 4.00 -2.16
H 2.62 2.36 -2.32
H 2.99 4.62 0.79
H 1.30 5.17 0.70
H 2.43 5.56 -0.59
H 0.03 1.72 2.30
H 1.61 4.31 2.61
H 2.08 2.70 3.19
H 0.65 3.50 3.84
H -0.70 4.40 1.03
H -1.48 3.69 2.45
H -1.57 2.87 0.89
F 1.18 0.98 -1.92
```

Values from the calculation:
Net charge: +1
Orbital gap (alpha / beta), eV: 6.8 / 7.6
Relative energy (zero: lowest compared OMol25 entry of this formula, charge and spin), eV: 3.643
2S+1: 2

***

Max |F| values (in eV/Å) by entry order: 4.43, 1.12, 4.65, 2.27, 0.66, 1.47, 5.11, 2.05.
E values (in Ha) by entry order: -2705.3776, -285.1335, -435.2064, -2076.6866, -133.9072, -783.0686, -2812.8718, -2912.2944.